# C2H5O2

2 unconnected molecules or ions with the total composition C2H5O2 (the ωB97M-V functional and the def2-TZVPD basis, the Open Molecules 2025 dataset).

Geometry (Å):
1 O -1.330 1.180 1.634
2 H -2.152 0.849 1.295
3 C 0.924 -1.135 -1.583
4 C 0.296 -0.205 -0.814
5 O 0.560 -0.003 0.444
6 H 0.506 -1.442 -2.552
7 H 1.634 -1.936 -1.363
8 H -0.746 -0.107 -1.177
9 H -0.488 0.625 1.335

Atomic forces in eV per Å
O 0.94 0.43 0.96
H -0.04 -0.57 -0.40
C 0.19 -1.11 -1.90
C -0.34 -2.87 2.00
O 0.26 0.64 -0.75
H -0.35 0.74 0.15
H 0.47 0.91 0.90
H 0.11 1.44 -0.12
H -1.24 0.40 -0.85

Results
Calculated total energy = -6249.579 eV
Maximum force = 3.5 eV Å⁻¹
ΔE to the lowest compared entry with this formula, charge and spin = 35.96 kcal per mole
E_LUMO = 4.6196 eV
Charge = -1
M = 61.06 g/mol
Spin multiplicity = 1
HOMO = -0.1008 hartree

---

# C2H5O2P

C2H5O2P in the gas phase (the ωB97M-V functional and the def2-TZVPD basis, the Open Molecules 2025 dataset).

Geometry (Å):
1 C 0.102 -1.357 -1.250
2 O -0.110 -1.257 0.113
3 P 0.590 0.118 0.847
4 C -0.314 2.167 1.129
5 O 0.471 2.983 1.291
6 H -0.760 -1.327 -1.995
7 H 0.506 -2.444 -1.421
8 H 0.825 -0.665 -1.517
9 H 0.168 -0.367 1.984
10 H -1.478 2.148 0.820

Atomic forces in eV per Å
C -0.52 -4.04 -1.70
O -1.16 1.82 1.01
P 0.87 1.08 -2.13
C -3.64 -5.56 -2.45
O 1.65 2.61 0.84
H 0.45 0.48 1.51
H -0.39 1.91 0.13
H 1.53 1.27 -1.08
H -0.72 -0.59 2.93
H 1.91 1.03 0.94

Results
Calculated total energy = -15535.597 eV
Maximum force = 7.1 eV Å⁻¹
SMILES = COPC=O
ΔE to the lowest compared entry with this formula, charge and spin = 70.52 kcal per mole
E_LUMO = 0.0445 eV
Charge = 0
M = 92.03 g/mol
Spin multiplicity = 1
HOMO = -0.2990 hartree

---

# C2H5O2P

C2H5O2P in the gas phase (the ωB97M-V functional and the def2-TZVPD basis, the Open Molecules 2025 dataset).

Geometry (Å):
1 C -1.170 -1.963 -0.065
2 C 1.186 1.325 -0.071
3 O 2.527 -0.803 0.492
4 O -0.224 -1.154 0.005
5 P 1.442 -0.491 -0.419
6 H -1.075 -3.020 0.133
7 H -2.121 -1.667 -0.270
8 H 2.180 1.710 -0.193
9 H 1.056 1.449 0.913
10 H 0.515 1.730 -0.883

Atomic forces in eV per Å
C 3.33 -0.13 0.94
C -0.24 -1.26 -4.57
O 1.42 -1.35 1.86
O -2.37 -0.90 0.83
P 0.51 1.59 -2.81
H 0.66 -0.37 0.19
H -2.68 1.41 -1.00
H 0.64 0.14 -0.64
H -1.62 0.82 3.70
H 0.36 0.05 1.50

Results
Calculated total energy = -15536.185 eV
Maximum force = 4.7 eV Å⁻¹
ΔE to the lowest compared entry with this formula, charge and spin = 56.96 kcal per mole
E_LUMO (alpha / beta) = -1.1196 / -1.1144 eV
Charge = 0
M = 92.03 g/mol
Spin multiplicity = 1
HOMO (alpha / beta) = -0.2817 / -0.2818 hartree

---

# C2H5O2P2

A molecular structure, C2H5O2P2 (the ωB97M-V functional and the def2-TZVPD basis, the Open Molecules 2025 dataset).

Geometry (Å):
1 C 0.354 1.614 0.950
2 C 0.570 0.319 1.051
3 O -1.799 -1.793 0.537
4 O 1.358 -1.911 -0.216
5 P -0.306 -0.097 -1.905
6 P 0.227 -1.049 -0.055
7 H 0.621 2.234 1.660
8 H -0.075 1.972 0.127
9 H 1.127 0.039 2.018
10 H -1.625 0.046 -1.498
11 H -0.451 -1.373 -2.669

Atomic forces in eV per Å
C 0.03 -3.98 -0.97
C 1.48 -0.58 2.50
O 4.94 1.83 -1.23
O 3.26 -2.43 -0.22
P 0.34 -0.41 -1.64
P -7.96 -0.13 1.91
H 1.30 3.07 3.50
H -1.83 1.70 -3.28
H -0.93 -0.12 -1.47
H -0.58 -0.12 -0.06
H -0.04 1.17 0.95

Results
Calculated total energy = -24824.889 eV
Maximum force = 8.2 eV Å⁻¹
ΔE to the lowest compared entry with this formula, charge and spin = 96.70 kcal per mole
E_LUMO (alpha / beta) = 3.9448 / 3.9448 eV
Charge = -1
M = 123.01 g/mol
Spin multiplicity = 1
HOMO (alpha / beta) = -0.1270 / -0.1270 hartree

---

# C2H5O2S

A molecular structure, C2H5O2S (the ωB97M-V functional and the def2-TZVPD basis, the Open Molecules 2025 dataset).

Geometry (Å):
1 C -0.540 -0.244 -0.017
2 C -0.561 0.497 -1.074
3 O 1.212 -2.852 -1.017
4 O 0.937 -2.759 1.417
5 S 1.890 -3.184 0.301
6 H 0.059 -1.114 0.205
7 H 3.085 -1.872 0.130
8 H -1.312 -0.044 0.819
9 H -1.250 1.296 -1.200
10 H 0.181 0.390 -1.763

Atomic forces in eV per Å
C -2.14 -0.89 3.62
C -0.74 0.98 0.31
O 0.83 -1.07 1.00
O 1.77 -0.76 -0.98
S -1.32 3.27 -0.72
H 0.43 0.13 -0.31
H -1.17 -1.58 0.71
H 1.08 -0.29 -1.34
H -0.53 0.62 -0.07
H 1.78 -0.41 -2.24

Results
Calculated total energy = -17083.870 eV
Maximum force = 4.3 eV Å⁻¹
ΔE to the lowest compared entry with this formula, charge and spin = 75.41 kcal per mole
E_LUMO = 4.1626 eV
Charge = -1
M = 93.13 g/mol
Spin multiplicity = 1
HOMO = -0.1241 hartree

---

# C2H5O2S

2 unconnected molecules or ions with the total composition C2H5O2S (the ωB97M-V functional and the def2-TZVPD basis, the Open Molecules 2025 dataset).

Geometry (Å):
1 C 2.112 -0.119 0.036
2 C 0.672 0.148 -0.359
3 O -3.025 1.005 -0.507
4 O -2.907 -1.381 0.181
5 S -2.679 0.023 0.505
6 H 2.803 0.801 0.479
7 H 2.236 -0.897 0.839
8 H 0.160 -0.792 -0.778
9 H 0.567 0.953 -1.077
10 H 0.063 0.259 0.681

Atomic forces in eV per Å
C 2.17 0.99 1.26
C -0.71 -1.68 2.69
O -0.02 -0.14 0.11
O -0.02 0.54 0.11
S -0.12 -0.47 -0.27
H -2.03 -1.74 -1.32
H -0.37 0.43 -0.77
H 0.82 1.16 0.22
H -0.35 0.29 0.23
H 0.64 0.62 -2.25

Results
Calculated total energy = -17082.111 eV
Maximum force = 3.3 eV Å⁻¹
ΔE to the lowest compared entry with this formula, charge and spin = 115.98 kcal per mole
E_LUMO (alpha / beta) = 2.9018 / 1.9674 eV
Charge = -1
M = 93.13 g/mol
Spin multiplicity = 1
HOMO (alpha / beta) = -0.0565 / -0.0113 hartree

---

# C2H5O2S3

A molecular structure, C2H5O2S3 (the ωB97M-V functional and the def2-TZVPD basis, the Open Molecules 2025 dataset).

Geometry (Å):
1 C 1.200 -0.635 0.213
2 C 0.630 0.311 -0.838
3 O -1.888 1.040 1.373
4 O -0.948 -1.295 1.744
5 S 0.276 1.873 -0.242
6 S 0.411 -0.253 -2.453
7 S -1.965 -0.538 0.926
8 H 0.351 -1.246 0.662
9 H 1.607 -0.022 0.953
10 H 1.760 -1.606 -0.146
11 H -1.105 1.607 0.934
12 H -0.330 0.763 -3.124

Atomic forces in eV per Å
C -0.91 -2.91 -3.27
C -0.56 0.41 2.53
O 0.00 0.26 -0.09
O -0.04 -0.68 0.36
S 0.94 -0.05 -1.40
S -0.61 0.44 -1.42
S 0.11 1.34 -0.25
H 0.15 1.01 0.36
H 1.07 0.38 1.24
H -0.09 2.26 0.27
H -1.01 -1.47 0.31
H 0.94 -0.99 1.36

Results
Calculated total energy = -38754.842 eV
Maximum force = 4.5 eV Å⁻¹
ΔE to the lowest compared entry with this formula, charge and spin = 24.90 kcal per mole
E_LUMO (alpha / beta) = 3.0389 / 3.0543 eV
Charge = -1
M = 157.26 g/mol
Spin multiplicity = 1
HOMO (alpha / beta) = -0.1031 / -0.0765 hartree

---

# C2H5O3

2 unconnected molecules or ions with the total composition C2H5O3 (the ωB97M-V functional and the def2-TZVPD basis, the Open Molecules 2025 dataset).

Geometry (Å):
1 C 0.397 1.286 -0.205
2 O 0.953 1.404 -1.617
3 H 0.926 0.618 0.329
4 H 0.723 2.263 0.090
5 H -0.624 1.132 -0.487
6 O -1.521 -2.701 1.332
7 C -0.743 -1.733 0.956
8 O -0.886 -1.296 -0.155
9 H -0.014 -1.436 1.692
10 H 0.789 0.463 -1.935

Atomic forces in eV per Å
C 0.10 3.43 -4.71
O -0.18 -2.80 0.42
H 1.13 -2.81 1.73
H -0.75 0.80 0.95
H -0.67 -0.20 1.51
O 1.52 0.98 1.25
C -3.82 -4.63 1.08
O 1.30 2.72 -2.98
H 0.98 0.76 0.52
H 0.38 1.74 0.22

Results
Calculated total energy = -8297.374 eV
Maximum force = 6.1 eV Å⁻¹
ΔE to the lowest compared entry with this formula, charge and spin = 53.11 kcal per mole
E_LUMO = 3.9925 eV
Charge = -1
M = 77.06 g/mol
Spin multiplicity = 1
HOMO = -0.1293 hartree

---

# C2H5O3

2 unconnected molecules or ions with the total composition C2H5O3 (the ωB97M-V functional and the def2-TZVPD basis, the Open Molecules 2025 dataset).

Geometry (Å):
1 O -0.898 0.167 0.121
2 C 0.032 0.632 -0.622
3 O -0.092 1.041 -1.778
4 C 1.309 0.914 0.192
5 H 2.180 0.418 -0.294
6 H 1.540 2.025 0.028
7 H 1.464 0.812 1.269
8 H -1.280 -1.418 0.391
9 H -2.488 -2.334 0.034
10 O -1.767 -2.257 0.660

Atomic forces in eV per Å
O 0.23 -0.40 -0.62
C -1.63 0.49 2.19
O 0.82 -0.28 -0.28
C 2.48 1.97 -1.51
H -0.42 0.17 0.19
H -0.28 -1.24 0.00
H -1.05 -0.65 -0.10
H -0.60 -0.20 0.26
H 0.00 0.15 -0.11
O 0.45 -0.02 -0.01

Results
Calculated total energy = -8299.171 eV
Maximum force = 3.5 eV Å⁻¹
ΔE to the lowest compared entry with this formula, charge and spin = 11.66 kcal per mole
E_LUMO = 4.4148 eV
Charge = -1
M = 77.06 g/mol
Spin multiplicity = 1
HOMO = -0.1596 hartree

---

# C2H5O3S

2 unconnected molecules or ions with the total composition C2H5O3S (the ωB97M-V functional and the def2-TZVPD basis, the Open Molecules 2025 dataset).

Geometry (Å):
1 C -1.775 -0.406 0.926
2 C 1.216 -0.176 -1.337
3 O -0.632 1.791 2.095
4 O 0.722 -0.275 1.855
5 O 0.661 1.081 -1.134
6 S -0.345 0.572 1.301
7 H -1.254 -1.235 0.340
8 H -2.542 0.116 0.307
9 H 2.206 -0.031 -1.810
10 H 0.635 -0.712 -2.076
11 H 1.107 -0.726 -0.466

Atomic forces in eV per Å
C 2.02 0.18 -1.06
C -0.51 2.22 -2.23
O 0.34 -1.06 -1.50
O -0.53 0.54 -0.90
O -0.55 0.14 1.44
S -1.24 0.03 1.15
H -1.01 0.71 0.64
H 0.75 -0.15 0.53
H 0.25 -0.59 0.77
H -0.44 -0.56 -0.69
H 0.93 -1.47 1.86

Results
Calculated total energy = -19129.643 eV
Maximum force = 3.2 eV Å⁻¹
ΔE to the lowest compared entry with this formula, charge and spin = 92.68 kcal per mole
E_LUMO (alpha / beta) = 3.1190 / 3.2361 eV
Charge = -1
M = 109.13 g/mol
Spin multiplicity = 1
HOMO (alpha / beta) = -0.1251 / -0.1626 hartree

---

Among the records above, which one has the lowest M?
C2H5O2

---

What is the M in the tenth record?
109.13 g/mol

---

The lowest M belongs to which entry?
C2H5O2